1.
{
  "formula": "C7H13N4O2S",
  "method": "the ωB97M-V functional and the def2-TZVPD basis",
  "symbols": ["C", "C", "C", "C", "C", "C", "C", "N", "N", "N", "N", "O", "O", "S", "H", "H", "H", "H", "H", "H", "H", "H", "H", "H", "H", "H", "H"],
  "xyz": [[-1.498, -0.764, 0.462], [-2.155, 1.574, -0.090], [1.291, 0.316, 0.229], [-0.860, -2.045, 0.827], [4.217, 1.831, -0.634], [-3.596, -1.705, -0.553], [3.622, 0.539, -0.102], [-3.026, 0.640, -0.429], [-2.656, -0.678, -0.199], [-1.017, 0.424, 0.749], [0.252, 0.701, 1.096], [1.079, -0.424, -0.694], [2.418, 0.832, 0.640], [-1.909, 3.122, -0.106], [-1.594, -2.827, 1.002], [-0.254, -1.909, 1.721], [-0.188, -2.354, 0.022], [3.533, 2.312, -1.327], [4.428, 2.513, 0.183], [5.143, 1.610, -1.154], [-4.410, -1.759, 0.176], [-4.012, -1.488, -1.538], [-3.096, -2.668, -0.602], [4.302, 0.058, 0.605], [3.376, -0.153, -0.913], [-3.782, 0.807, -1.082], [0.389, 1.494, 1.710]],
  "nbo_charge": [0.529, 0.146, 0.892, -0.692, -0.629, -0.424, -0.077, -0.418, -0.174, -0.213, -0.467, -0.632, -0.489, 0.160, 0.249, 0.268, 0.294, 0.216, 0.221, 0.234, 0.231, 0.232, 0.250, 0.200, 0.213, 0.449, 0.431],
  "lumo_energy_ev": -3.054,
  "smiles": "CCOC(=O)N[n+]1c(C)n(C)[nH]c1=S",
  "homo_lumo_gap_ev": 9.7,
  "de_lowest_kj_mol": 0.00,
  "charge": 1,
  "largest_force_ev_per_a": 3.31
}

---

2.
{
  "formula": "C5H6N2",
  "method": "the ωB97M-V functional and the def2-TZVPD basis",
  "symbols": ["N", "C", "C", "C", "C", "C", "N", "H", "H", "H", "H", "H", "H"],
  "xyz": [[-2.359, -1.078, 1.407], [-1.775, -0.574, 0.544], [-0.994, 0.046, -0.571], [-0.162, 1.181, 0.029], [1.161, 1.098, 0.217], [0.771, -1.347, -0.302], [0.005, -0.821, -1.170], [-1.730, 0.380, -1.313], [-0.694, 2.046, 0.406], [1.844, 0.541, -0.411], [1.648, 1.653, 1.004], [1.744, -1.726, -0.610], [0.543, -1.399, 0.770]],
  "nbo_charge": [-0.310, 0.259, -0.217, -0.160, -0.379, -0.045, -0.401, 0.250, 0.221, 0.215, 0.211, 0.186, 0.170],
  "lumo_energy_ev": 0.682,
  "smiles": "C=C[C@H](C#N)N=C",
  "homo_lumo_gap_ev": 10.8,
  "de_lowest_kj_mol": 269.53,
  "largest_force_ev_per_a": 1.25
}

---

3.
{
  "formula": "C6H17BeO9P",
  "method": "the ωB97M-V functional and the def2-TZVPD basis",
  "symbols": ["Be", "C", "C", "O", "H", "H", "H", "H", "H", "O", "C", "C", "O", "H", "H", "H", "H", "P", "O", "O", "O", "O", "C", "O", "H", "H", "H", "H", "C", "O", "H", "H", "H", "H"],
  "xyz": [[5.879, -26.665, -26.600], [2.089, -27.281, -27.890], [2.407, -26.285, -26.788], [3.337, -26.629, -25.793], [1.531, -28.149, -27.540], [2.959, -27.524, -28.500], [1.528, -26.911, -28.748], [1.523, -25.846, -26.324], [2.829, -25.346, -27.146], [5.887, -24.551, -28.167], [6.387, -23.420, -27.463], [6.946, -23.494, -25.973], [6.518, -24.426, -25.026], [5.511, -22.774, -27.399], [7.154, -22.967, -28.091], [6.691, -22.548, -25.495], [8.035, -23.516, -26.001], [7.718, -28.418, -25.108], [8.624, -29.498, -25.753], [6.205, -28.614, -25.255], [7.991, -26.976, -25.554], [8.054, -28.403, -23.552], [5.070, -28.770, -29.496], [5.720, -28.376, -28.368], [4.626, -29.748, -29.310], [4.273, -28.071, -29.750], [5.775, -28.811, -30.326], [6.364, -29.087, -28.326], [9.373, -25.768, -28.621], [8.610, -26.878, -28.211], [10.269, -25.634, -28.015], [9.689, -25.870, -29.659], [8.640, -24.967, -28.524], [8.433, -26.846, -27.268]],
  "nbo_charge": [1.515, -0.635, -0.082, -0.922, 0.177, 0.197, 0.157, 0.081, 0.138, -0.948, -0.086, -0.159, -0.276, 0.105, 0.106, 0.152, 0.186, 2.486, -1.280, -1.274, -1.283, -1.320, -0.228, -0.706, 0.144, 0.171, 0.138, 0.498, -0.250, -0.778, 0.140, 0.129, 0.186, 0.523],
  "lumo_energy_ev": [7.197, 7.198],
  "spin_multiplicity": 2,
  "homo_lumo_gap_ev": [3.5, 3.4],
  "de_lowest_kj_mol": 26.80,
  "charge": -3,
  "s_squared": 0.76,
  "largest_force_ev_per_a": 6.36
}

---

4.
{
  "formula": "C3H4FN2O2S",
  "method": "the ωB97M-V functional and the def2-TZVPD basis",
  "symbols": ["O", "S", "O", "F", "C", "C", "N", "C", "N", "H", "H", "H", "H"],
  "xyz": [[2.280, 0.350, 1.552], [2.077, 0.141, 0.167], [2.559, 1.108, -0.739], [2.529, -1.262, -0.225], [0.334, -0.034, -0.016], [-0.411, -1.091, -0.416], [-1.718, -0.653, -0.318], [-1.746, 0.600, 0.104], [-0.499, 1.010, 0.298], [-0.069, -2.055, -0.738], [-2.521, -1.224, -0.540], [-2.628, 1.195, 0.246], [-0.186, 1.915, 0.625]],
  "nbo_charge": [-0.861, 2.438, -0.845, -0.434, -0.196, -0.011, -0.444, 0.286, -0.437, 0.284, 0.470, 0.269, 0.481],
  "lumo_energy_ev": -4.176,
  "smiles": "O=S(=O)(F)c1c[nH]c[nH+]1",
  "homo_lumo_gap_ev": 11.3,
  "de_lowest_kj_mol": 10.78,
  "charge": 1,
  "largest_force_ev_per_a": 2.31
}